# 1
ORCA calculation (ωB97M-V with the def2-TZVPD basis set) on a molecular structure, B4F16MnNO3 at a distorted geometry.

Atoms and positions in Å:
1 Mn 15.5268 -2.4450 -16.3194
2 N 18.5430 -1.8004 -21.2615
3 O 17.9662 -2.0630 -22.3547
4 O 19.7384 -1.5637 -21.2782
5 O 17.9384 -1.8610 -20.2346
6 B 14.7436 3.2777 -17.2346
7 F 14.5788 1.9163 -17.1661
8 F 13.4973 3.8657 -17.4048
9 F 15.3424 3.7141 -16.0640
10 F 15.4969 3.5466 -18.3641
11 B 19.1371 -2.9053 -13.3585
12 F 20.5135 -2.6968 -13.3963
13 F 18.5776 -1.7504 -13.8261
14 F 18.6334 -3.8465 -14.2047
15 F 18.7626 -3.1370 -12.0687
16 B 12.6493 -5.0783 -19.3116
17 F 12.5887 -5.0926 -20.7666
18 F 13.8979 -5.2809 -18.7701
19 F 12.3125 -3.8708 -18.8360
20 F 11.8942 -6.1078 -18.6894
21 B 12.5798 -3.5615 -12.6756
22 F 13.3336 -4.3214 -13.4617
23 F 12.5050 -2.3655 -13.3109
24 F 11.3619 -4.1415 -12.5560
25 F 13.1255 -3.3714 -11.4449

2S+1   6
LUMO level (alpha / beta)   2.621 / 0.491 eV
Kohn-Sham gap (alpha / beta)   7.212 / 2.496 eV
Total charge   -3
Energy relative to the best compared isomer or geometry (same formula, charge and spin)   186.8 kcal/mol
⟨S²⟩   8.77

Mulliken population analysis, charges in e, atoms 1 to 2: atom 1 (Mn): 1.3150, atom 2 (N): 1.1138

***

# 2
ORCA calculation (ωB97M-V with the def2-TZVPD basis set) on a molecular structure, B4F16Pt at a distorted geometry.

Atoms and positions in Å:
1 Pt -27.2162 -29.2934 -1.6640
2 B -24.8821 -30.3062 -0.2764
3 F -25.1773 -28.9444 -0.5752
4 F -23.7857 -30.6975 -1.0453
5 F -24.5831 -30.4474 1.0791
6 F -26.0322 -31.0816 -0.5914
7 B -26.1187 -28.9854 -4.2773
8 F -26.3175 -27.9262 -3.3625
9 F -24.8034 -29.0607 -4.7061
10 F -26.4853 -30.1976 -3.5717
11 F -26.9603 -28.9074 -5.3858
12 B -29.6637 -30.1343 -2.4535
13 F -28.8879 -30.8915 -1.5115
14 F -29.2525 -28.7506 -2.3260
15 F -29.4259 -30.5743 -3.7341
16 F -31.0114 -30.2066 -2.1136
17 B -27.8350 -27.5471 0.4685
18 F -27.9507 -28.9667 0.4963
19 F -28.9658 -26.9756 1.0465
20 F -26.6698 -27.1494 1.1093
21 F -27.7376 -27.1154 -0.8975

2S+1   3
LUMO level (alpha / beta)   5.583 / 4.462 eV
Kohn-Sham gap (alpha / beta)   10.304 / 8.794 eV
Total charge   -2
Energy relative to the best compared isomer or geometry (same formula, charge and spin)   0.0 kcal/mol
⟨S²⟩   2.00

Mulliken population analysis, charges in e, atoms 1 to 2: atom 1 (Pt): 2.3942, atom 2 (B): 0.5860

***

# 3
ORCA calculation (ωB97M-V with the def2-TZVPD basis set) on BBr2H in the gas phase at a distorted geometry.

Atoms and positions in Å:
1 Br -0.5662 1.8552 -0.3526
2 B -0.2715 -0.1382 -0.0199
3 Br 1.6694 -0.5517 0.3962
4 H -0.8318 -1.1653 -0.0238

LUMO level   -0.567 eV
Kohn-Sham gap   9.948 eV
Total charge   0
Energy relative to the best compared isomer or geometry (same formula, charge and spin)   6.5 kcal/mol
Structure (SMILES)   BrBBr

Mulliken population analysis, charges in e, atoms 1 to 2: atom 1 (Br): -0.1253, atom 2 (B): 0.2570

***

# 4
ORCA calculation (ωB97M-V with the def2-TZVPD basis set) on a molecular structure, BCsF4 at a distorted geometry.

Atoms and positions in Å:
1 Cs -1.5999 -1.2413 2.3488
2 B 0.3223 0.2621 -0.4834
3 F 0.7146 -0.1706 0.8252
4 F 0.8581 1.5257 -0.7161
5 F 0.7965 -0.6649 -1.4318
6 F -1.0916 0.2889 -0.5428

LUMO level   -1.067 eV
Kohn-Sham gap   10.009 eV
Total charge   0
Energy relative to the best compared isomer or geometry (same formula, charge and spin)   4.0 kcal/mol

Mulliken population analysis, charges in e, atoms 1 to 2: atom 1 (Cs): 1.0145, atom 2 (B): 0.6108

***

# 5
ORCA calculation (ωB97M-V with the def2-TZVPD basis set) on 11 unconnected molecules or ions with the total composition BF4H20O10 at a distorted geometry.

Atoms and positions in Å:
1 B -0.1018 0.7072 -0.1964
2 F 0.9017 -0.2451 -0.3346
3 F -0.4301 1.1339 -1.4347
4 F -1.2506 0.1780 0.4492
5 F 0.3868 1.6646 0.6586
6 O -1.5097 3.4262 0.9207
7 H -0.8707 2.7140 0.9469
8 H -2.0751 3.2142 0.1780
9 O 2.8282 0.0470 2.6841
10 H 3.5347 0.3687 3.2441
11 H 2.8947 0.5735 1.8875
12 O 0.9515 -0.8810 -3.4238
13 H 0.2418 -1.1800 -2.8554
14 H 1.2524 -0.0654 -3.0232
15 O 2.0823 1.7322 -2.3407
16 H 1.4746 1.4417 -1.6605
17 H 2.6255 2.3928 -1.9110
18 O 3.9675 -1.5508 -0.8664
19 H 3.0712 -1.5900 -1.2000
20 H 3.8790 -1.6904 0.0764
21 O -2.1320 -2.2939 0.7091
22 H -2.2601 -2.6970 -0.1497
23 H -1.5954 -1.5209 0.5338
24 O -3.3876 0.8411 1.6812
25 H -2.7092 0.5928 1.0533
26 H -3.1982 0.3165 2.4591
27 O -1.8638 1.2305 -3.7431
28 H -1.3948 1.2879 -2.9106
29 H -1.1757 1.1187 -4.3990
30 O -2.8200 -1.1322 3.3335
31 H -2.3132 -1.5369 2.6295
32 H -2.4177 -1.4599 4.1379
33 O 1.2277 -2.5045 1.3143
34 H 1.1223 -1.6003 1.0187
35 H 1.0637 -3.0330 0.5333

LUMO level   2.605 eV
Kohn-Sham gap   9.576 eV
Total charge   -1
Energy relative to the best compared isomer or geometry (same formula, charge and spin)   24.1 kcal/mol

Mulliken population analysis, charges in e, atoms 1 to 2: atom 1 (B): -0.1122, atom 2 (F): -0.1359

***

# 6
ORCA calculation (ωB97M-V with the def2-TZVPD basis set) on 34 unconnected molecules or ions with the total composition BF4H66O33 at a distorted geometry.

Atoms and positions in Å:
1 B 0.1145 0.3644 -0.1003
2 F 0.1236 1.3915 -1.0069
3 F -1.0704 0.3814 0.6106
4 F 0.1547 -0.7127 -0.8725
5 F 1.1883 0.5002 0.8237
6 O -1.6254 -2.0051 1.4037
7 H -0.7497 -2.2305 1.7177
8 H -1.5463 -1.1006 1.1006
9 O -0.9697 -1.3368 -5.7713
10 H -0.8067 -1.7914 -6.5977
11 H -0.4312 -0.5471 -5.8216
12 O -0.8463 3.5345 0.0885
13 H -1.1118 2.7656 0.5930
14 H -0.2539 3.1902 -0.5799
15 O 1.3509 -0.8965 2.9900
16 H 1.5097 -0.3898 2.1935
17 H 1.1155 -1.7696 2.6761
18 O -5.5506 -1.3370 3.1273
19 H -5.3868 -1.6431 4.0193
20 H -5.2356 -0.4332 3.1221
21 O -4.4801 -2.4149 -0.9155
22 H -4.8415 -2.3489 -0.0316
23 H -4.6048 -3.3324 -1.1580
24 O -3.5055 1.2279 0.7879
25 H -2.6715 0.8144 0.5651
26 H -3.3468 1.6480 1.6332
27 O 4.0682 3.0436 4.9784
28 H 3.6265 3.0132 4.1298
29 H 4.9050 2.6034 4.8293
30 O 2.2752 -2.6220 -0.4198
31 H 2.5825 -3.1444 -1.1607
32 H 1.6497 -2.0070 -0.8029
33 O -2.1594 -2.8084 -4.0560
34 H -2.3182 -2.1080 -3.4231
35 H -1.6190 -2.4017 -4.7334
36 O -0.9042 -0.6627 4.7591
37 H -0.0823 -0.7032 4.2701
38 H -1.1391 0.2652 4.7571
39 O -3.3025 4.7937 0.7628
40 H -2.4230 4.8315 0.3869
41 H -3.7510 5.5582 0.4012
42 O -2.3670 -0.7444 -2.1331
43 H -1.5423 -0.5717 -1.6789
44 H -2.8347 -1.3510 -1.5590
45 O -0.4018 2.1552 3.6845
46 H 0.0115 2.1659 2.8212
47 H -0.4615 3.0775 3.9335
48 O -5.7690 -0.0552 0.4439
49 H -5.0036 0.5164 0.5038
50 H -5.4924 -0.8712 0.8609
51 O -4.0005 -0.2191 -4.3764
52 H -3.2346 -0.4018 -3.8321
53 H -4.7345 -0.5977 -3.8926
54 O 3.0726 3.6750 -2.2017
55 H 2.2736 3.8745 -2.6895
56 H 3.1928 4.4259 -1.6204
57 O -3.5613 3.5083 3.0230
58 H -3.5363 4.0605 3.8044
59 H -3.4769 4.1216 2.2929
60 O 4.4703 -2.6776 1.1012
61 H 3.7204 -2.8967 0.5481
62 H 5.1706 -3.2540 0.7955
63 O 2.1272 0.7436 -3.3000
64 H 2.9739 0.5407 -2.9023
65 H 1.8116 1.5070 -2.8164
66 O 1.3065 0.7641 -6.0669
67 H 1.3604 0.8864 -5.1191
68 H 1.6654 1.5720 -6.4339
69 O 4.4932 0.1658 -2.2683
70 H 5.0497 0.9344 -2.3938
71 H 4.9614 -0.3672 -1.6257
72 O 4.4690 3.0348 1.1329
73 H 4.4611 3.6753 0.4217
74 H 4.1764 2.2197 0.7251
75 O 0.6919 -3.4105 1.4462
76 H 1.2793 -2.9760 0.8278
77 H 1.2594 -4.0008 1.9419
78 O 3.8729 0.1249 0.9130
79 H 3.8262 -0.6735 0.3871
80 H 2.9729 0.4499 0.9364
81 O 2.2554 -0.3021 5.7770
82 H 2.9250 0.3513 5.9795
83 H 2.1000 -0.2033 4.8377
84 O 1.1091 -2.8631 -4.0790
85 H 0.3227 -2.3222 -4.0059
86 H 1.5004 -2.6061 -4.9139
87 O -0.9564 -5.1411 -3.2321
88 H -1.4655 -4.3464 -3.3915
89 H -0.0466 -4.8441 -3.2159
90 O 0.6002 3.9256 -3.3886
91 H -0.1871 3.8995 -2.8447
92 H 0.3227 4.3669 -4.1914
93 O -2.3377 -4.9110 0.1959
94 H -3.2616 -5.0212 0.4202
95 H -2.0569 -4.1491 0.7028
96 O -5.6250 3.5351 0.3611
97 H -5.1047 2.7316 0.3519
98 H -4.9776 4.2401 0.3724
99 O 6.5750 0.2818 1.9580
100 H 5.6328 0.4116 1.8502
101 H 6.7087 -0.6520 1.7958
102 O 3.6431 -2.9675 4.5446
103 H 2.9565 -3.5860 4.7943
104 H 3.1827 -2.1391 4.4106

LUMO level   1.313 eV
Kohn-Sham gap   9.069 eV
Total charge   -1
Energy relative to the best compared isomer or geometry (same formula, charge and spin)   33.2 kcal/mol

Mulliken population analysis, charges in e, atoms 1 to 2: atom 1 (B): -0.2063, atom 2 (F): -0.4088

***

# 7
ORCA calculation (ωB97M-V with the def2-TZVPD basis set) on 8 unconnected molecules or ions with the total composition BH18O7.

Atoms and positions in Å:
1 B 0.0440 -0.2708 -0.1107
2 H 0.0680 0.4854 -1.0493
3 H 1.2145 -0.4218 0.0969
4 H -0.5728 0.2102 0.7980
5 H -0.4986 -1.2934 -0.4533
6 O 1.2740 -2.1982 -2.8258
7 H 0.6036 -1.7681 -2.2793
8 H 1.6622 -2.8548 -2.2434
9 O 2.2860 1.8763 -1.4102
10 H 1.8832 2.2471 -2.1988
11 H 1.6617 1.1849 -1.1359
12 O -2.3947 0.7235 -2.0723
13 H -2.6879 1.3289 -1.3851
14 H -1.5065 0.4673 -1.7796
15 O 1.4006 0.8426 2.5312
16 H 2.2241 0.3544 2.4511
17 H 0.8563 0.4955 1.8052
18 O -2.0975 2.7989 1.5967
19 H -1.2392 2.3619 1.5999
20 H -1.9725 3.6043 2.1035
21 O -2.9349 -0.7491 1.4295
22 H -2.1316 -0.7565 0.8915
23 H -3.4549 -1.5028 1.1437
24 O 2.2299 -2.4965 1.1949
25 H 1.5717 -1.8211 0.9544
26 H 2.5114 -2.8480 0.3473

LUMO level   3.058 eV
Kohn-Sham gap   10.127 eV
Total charge   -1
Energy relative to the best compared isomer or geometry (same formula, charge and spin)   4.0 kcal/mol

Mulliken population analysis, charges in e, atoms 1 to 2: atom 1 (B): 0.8182, atom 2 (H): -0.3863

***

# 8
ORCA calculation (ωB97M-V with the def2-TZVPD basis set) on 11 unconnected molecules or ions with the total composition BH26NO9 at a distorted geometry.

Atoms and positions in Å:
1 N 18.3540 49.9220 35.9980
2 H 19.1050 49.5370 35.3720
3 H 17.5850 49.6620 35.3290
4 H 18.4330 50.8840 36.2550
5 H 18.3230 49.2340 36.6810
6 B 19.7970 50.8410 40.2460
7 H 19.1430 51.3460 41.1160
8 H 20.1330 51.7260 39.6710
9 H 20.8200 50.3810 40.7970
10 H 19.2530 50.1160 39.3680
11 O 19.7750 51.2030 33.6580
12 H 19.1150 51.7570 33.4290
13 H 20.4750 51.8090 33.7740
14 O 17.8460 48.5910 33.2070
15 H 18.5770 48.2650 32.7920
16 H 17.3240 49.0300 32.4950
17 O 20.5240 47.3190 36.1190
18 H 21.4710 47.6540 36.1990
19 H 20.4660 46.6290 35.5680
20 O 16.8790 52.8400 36.4320
21 H 16.5940 53.0140 35.5580
22 H 16.8780 53.8070 36.6070
23 O 17.0210 47.0730 36.3090
24 H 16.5610 46.7150 35.5220
25 H 16.9710 46.2440 36.7170
26 O 17.1010 52.2920 39.0160
27 H 17.7720 51.6750 39.4250
28 H 17.1520 52.4150 38.0080
29 O 21.2090 51.1020 36.4150
30 H 21.7630 50.9200 37.1530
31 H 21.0730 52.1240 36.3210
32 O 15.0090 49.9590 33.9730
33 H 14.6580 50.5920 34.6010
34 H 15.0930 49.2680 34.5890
35 O 14.9550 48.7540 36.5680
36 H 15.0680 49.1860 37.4320
37 H 15.7640 48.0180 36.5940

LUMO level   -0.723 eV
Kohn-Sham gap   6.499 eV
Total charge   0
Energy relative to the best compared isomer or geometry (same formula, charge and spin)   37.5 kcal/mol

Mulliken population analysis, charges in e, atoms 1 to 2: atom 1 (N): -0.0601, atom 2 (H): 0.3927

***

# 9
ORCA calculation (ωB97M-V with the def2-TZVPD basis set) on 13 unconnected molecules or ions with the total composition BH28O12 at a distorted geometry.

Atoms and positions in Å:
1 B -13.0300 9.3919 -24.8260
2 H -12.7431 8.9653 -23.6785
3 H -12.4855 8.6161 -25.6786
4 H -14.2450 9.4433 -24.9628
5 H -12.5077 10.4990 -24.9215
6 O -14.7658 11.7084 -22.9809
7 H -15.7127 11.6152 -22.9617
8 H -14.5315 11.2573 -23.7712
9 O -14.3801 9.3984 -21.2943
10 H -14.5092 10.2419 -21.6050
11 H -14.3562 9.5154 -20.3217
12 O -9.8578 9.7197 -23.2843
13 H -9.9640 9.5894 -22.3777
14 H -10.7643 9.7583 -23.6009
15 O -11.5002 6.4206 -22.9757
16 H -12.0161 5.5997 -22.9908
17 H -12.0234 7.1762 -23.2846
18 O -14.9397 6.8279 -22.0594
19 H -14.7533 7.7675 -21.9567
20 H -14.6626 6.6731 -22.9538
21 O -12.1870 11.3036 -21.7278
22 H -12.7115 10.5472 -21.9993
23 H -11.8932 11.8162 -22.4897
24 O -14.1127 6.6312 -24.4507
25 H -14.9153 6.3000 -24.8496
26 H -14.0634 7.5568 -24.7595
27 O -9.4699 7.2454 -24.6387
28 H -9.7773 8.1203 -24.7720
29 H -10.2515 6.8463 -24.2083
30 O -11.3264 12.8308 -23.7067
31 H -11.5575 12.3761 -24.4887
32 H -10.4044 13.1396 -23.8775
33 O -10.2416 6.9556 -27.7270
34 H -10.5523 7.2090 -28.5556
35 H -10.0584 7.7622 -27.2206
36 O -9.9513 9.6061 -26.6341
37 H -10.8426 9.8416 -26.4429
38 H -9.4056 10.3433 -26.3606
39 O -11.9374 5.6632 -25.9396
40 H -11.5573 6.2899 -26.5982
41 H -12.7010 5.9405 -25.4834

LUMO level   2.540 eV
Kohn-Sham gap   8.936 eV
Total charge   -1
Energy relative to the best compared isomer or geometry (same formula, charge and spin)   17.3 kcal/mol

Mulliken population analysis, charges in e, atoms 1 to 2: atom 1 (B): 1.8822, atom 2 (H): -0.5613

***

# 10
ORCA calculation (ωB97M-V with the def2-TZVPD basis set) on 2 unconnected molecules or ions with the total composition BH3O3 at a distorted geometry.

Atoms and positions in Å:
1 B -0.7210 0.5209 -0.4446
2 O -1.9088 0.8930 -0.2854
3 O 0.3719 0.9490 -1.0445
4 O 0.4674 -1.0705 0.7315
5 H -2.7085 0.6897 0.1500
6 H 1.0371 0.3095 -0.5860
7 H -0.0591 -1.6660 1.3046

LUMO level   -0.091 eV
Kohn-Sham gap   9.168 eV
Total charge   0
Energy relative to the best compared isomer or geometry (same formula, charge and spin)   94.3 kcal/mol

Mulliken population analysis, charges in e, atoms 1 to 2: atom 1 (B): 0.4190, atom 2 (O): -0.2612

***

# 11
ORCA calculation (ωB97M-V with the def2-TZVPD basis set) on a molecular structure, BH4KO at a distorted geometry.

Atoms and positions in Å:
1 B -0.5305 -0.0150 -0.2136
2 O 0.9148 -0.5644 -0.1335
3 H -0.4230 1.2347 -0.3242
4 H -1.1536 -0.3972 -1.1797
5 H -1.1246 -0.2400 0.8441
6 H 0.8809 -1.4884 0.1339
7 K 1.4360 1.4703 0.8730

LUMO level   -0.600 eV
Kohn-Sham gap   7.762 eV
Total charge   0

Mulliken population analysis, charges in e, atoms 1 to 2: atom 1 (B): 0.1526, atom 2 (O): -0.7096

***

# 12
ORCA calculation (ωB97M-V with the def2-TZVPD basis set) on 2 unconnected molecules or ions with the total composition BH4N at a distorted geometry.

Atoms and positions in Å:
1 B -0.4039 -0.1561 -0.6513
2 N 0.3931 0.1153 0.3979
3 H 0.2026 -0.2419 -1.6592
4 H -1.5619 -0.2980 -0.6059
5 H 1.3838 0.2667 0.4705
6 H -0.0137 0.3140 2.0479

LUMO level   -0.636 eV
Kohn-Sham gap   10.035 eV
Total charge   0
Energy relative to the best compared isomer or geometry (same formula, charge and spin)   78.3 kcal/mol

Mulliken population analysis, charges in e, atoms 1 to 2: atom 1 (B): 0.0154, atom 2 (N): -0.4168